Entry 1:
Density functional theory data (ωB97M-V/def2-TZVPD) for a molecular structure, C3H8N4 in a non-equilibrium geometry.

Last column: Mulliken charge in e.
Cartesian coordinates (Å):
C1 -0.533 1.386 -0.221  -0.660
C2 -0.127 -0.123 -0.240  0.307
C3 3.109 -0.378 0.117  -0.384
H1 -0.999 1.235 -1.233  0.270
H2 -1.517 1.509 0.559  0.322
H3 0.341 2.268 0.328  0.281
H4 -1.276 -1.839 -0.007  0.324
H5 -3.226 -1.023 -0.286  0.302
H6 -2.378 -0.540 1.019  0.227
H7 4.129 0.201 0.328  0.195
H8 3.154 -1.337 0.227  0.389
N1 -1.261 -0.843 -0.255  -0.132
N2 -2.381 -0.186 0.172  -0.689
N3 1.000 -0.598 -0.392  -0.494
N4 1.967 0.267 -0.116  -0.258

Values from the calculation:
Orbital gap   8.729 eV
LUMO level   0.020 Eh
ΔE to the lowest compared entry with this formula, charge and spin   737.50 kJ/mol
Maximum force   8.94 eV/A
HOMO energy   -8.188 eV
DFT total energy   -337.872894 a.u.



Entry 2:
Density functional theory data (ωB97M-V/def2-TZVPD) for a molecular structure, C12H24CsN4NbOS in a non-equilibrium geometry.

Last column: Mulliken charge in e.
Cartesian coordinates (Å):
N1 -1.722 -0.413 1.263  -0.575
C1 -2.688 -1.203 1.254  0.641
O1 -3.744 -1.661 1.527  -0.372
Cs1 -1.256 3.059 3.282  1.069
Nb1 0.208 -0.031 1.283  0.974
N2 0.196 1.843 0.503  0.346
N3 0.768 -1.558 0.122  0.277
C2 -0.406 2.536 -0.665  0.842
C3 0.189 -2.576 -0.782  0.865
C4 -0.136 4.042 -0.537  -1.448
C5 0.192 2.060 -2.000  -1.228
C6 -1.916 2.297 -0.676  -1.260
C7 -0.452 -3.679 0.060  -1.279
C8 1.271 -3.175 -1.670  -1.713
C9 -0.879 -1.915 -1.652  -1.264
H1 -0.451 4.440 0.440  0.252
H2 -0.680 4.593 -1.315  0.445
H3 0.941 4.283 -0.670  0.370
H4 1.272 2.272 -2.074  0.406
H5 -0.285 2.595 -2.832  0.487
H6 0.022 0.990 -2.176  0.065
H7 -2.164 1.234 -0.745  0.180
H8 -2.348 2.802 -1.551  0.491
H9 -2.413 2.717 0.219  0.227
H10 0.301 -4.157 0.701  0.349
H11 -0.884 -4.438 -0.606  0.432
H12 -1.243 -3.278 0.697  0.205
H13 1.988 -3.772 -1.098  0.413
H14 1.799 -2.391 -2.223  0.414
H15 0.803 -3.841 -2.401  0.443
H16 -1.292 -2.677 -2.329  0.506
H17 -0.433 -1.124 -2.273  0.183
H18 -1.701 -1.497 -1.062  0.186
C10 1.665 2.048 0.675  -0.673
H19 2.153 1.205 1.250  0.281
H20 2.232 2.118 -0.267  0.379
H21 1.850 2.971 1.262  0.414
C11 2.084 -1.862 0.737  -0.992
H22 2.272 -1.179 1.600  0.433
H23 2.127 -2.894 1.119  0.415
H24 2.906 -1.718 0.023  0.372
S1 -0.480 0.699 5.859  -0.220
C12 0.047 0.185 4.461  0.596
N4 0.287 0.048 3.267  -0.935

Values from the calculation:
Orbital gap   7.404 eV
Charge   +2
LUMO level   -0.304 Eh
ΔE to the lowest compared entry with this formula, charge and spin   0.00 kJ/mol
Maximum force   3.70 eV/A
HOMO energy   -15.689 eV
DFT total energy   -1240.719309 a.u.



Entry 3:
Density functional theory data (ωB97M-V/def2-TZVPD) for a molecular structure, C38H28ClF6I2MgN2O7PS2.

Last column: Mulliken charge in e.
Cartesian coordinates (Å):
Mg1 0.036 -0.161 -0.480  2.598
I1 -0.320 1.754 1.740  0.482
C1 -1.813 3.237 1.438  0.174
C2 -1.874 3.996 2.581  -0.644
C3 -2.790 5.050 2.736  -1.048
C4 -3.638 5.329 1.715  -0.878
C5 -3.604 4.578 0.516  1.177
C6 -4.513 4.957 -0.499  -0.799
C7 -4.546 4.304 -1.689  -1.248
C8 -3.666 3.233 -1.886  -0.486
C9 -2.769 2.804 -0.935  0.441
P1 -1.823 1.338 -1.530  0.963
C10 -1.303 1.934 -3.179  1.103
C11 -1.891 1.548 -4.377  -0.333
C12 -1.413 2.049 -5.581  -0.763
C13 -0.348 2.935 -5.595  -0.578
C14 0.242 3.328 -4.400  -0.632
C15 -0.231 2.827 -3.199  -0.880
C16 -3.096 0.080 -1.885  0.962
C17 -2.642 -1.094 -2.490  -0.503
C18 -3.515 -2.139 -2.738  -0.907
C19 -4.848 -2.034 -2.359  -0.681
C20 -5.300 -0.882 -1.738  -0.703
C21 -4.428 0.176 -1.505  -0.680
C22 -2.691 3.487 0.330  -0.012
H1 -1.196 3.775 3.394  0.434
H2 -2.805 5.619 3.655  0.412
H3 -4.356 6.136 1.791  0.375
H4 -5.178 5.788 -0.300  0.390
H5 -5.232 4.592 -2.474  0.432
H6 -3.705 2.720 -2.839  0.464
H7 -2.722 0.854 -4.376  0.446
H8 -1.872 1.739 -6.511  0.437
H9 0.028 3.317 -6.535  0.405
H10 1.078 4.014 -4.404  0.435
H11 0.246 3.120 -2.270  0.326
H12 -1.597 -1.203 -2.767  0.216
H13 -3.150 -3.040 -3.213  0.445
H14 -5.529 -2.855 -2.541  0.376
H15 -6.333 -0.802 -1.425  0.419
H16 -4.791 1.066 -1.009  0.343
F1 2.508 -3.961 0.459  -0.165
C23 2.645 -3.612 -0.806  0.464
F2 1.946 -4.418 -1.584  -0.206
F3 3.924 -3.666 -1.144  -0.189
S1 1.992 -1.878 -1.029  0.852
O1 0.739 -1.947 -1.775  -0.642
O2 1.797 -1.287 0.285  -0.801
N1 3.130 -1.173 -1.844  -0.701
S2 2.688 0.234 -2.422  0.985
O3 3.805 1.079 -2.645  -0.657
O4 1.535 0.781 -1.687  -1.015
C24 2.000 -0.155 -4.121  0.689
F4 2.545 -1.273 -4.580  -0.253
F5 2.303 0.847 -4.939  -0.217
F6 0.681 -0.297 -4.088  -0.118
C25 -3.915 0.599 2.030  -0.740
C26 -3.318 -0.319 3.053  1.131
C27 -2.886 0.143 4.286  -0.617
C28 -2.311 -0.724 5.203  0.251
Cl1 -1.755 -0.106 6.732  -0.275
C29 -2.162 -2.065 4.909  -0.777
C30 -2.583 -2.539 3.673  -0.523
C31 -3.156 -1.674 2.750  0.183
O5 -3.610 -2.074 1.528  -0.480
C32 -2.815 -3.030 0.850  -1.462
C33 -1.392 -2.541 0.556  0.338
O6 -0.496 -3.367 0.465  -0.647
O7 -1.301 -1.269 0.364  1.076
H17 -3.921 1.629 2.387  0.384
H18 -4.935 0.297 1.786  0.512
H19 -3.339 0.533 1.105  -0.408
H20 -2.987 1.193 4.531  0.432
H21 -1.714 -2.733 5.632  0.429
H22 -2.462 -3.587 3.437  0.358
H23 -3.317 -3.197 -0.104  0.321
H24 -2.762 -3.981 1.382  0.341
I2 5.395 -1.835 2.988  0.112
C34 3.326 -1.598 3.095  -0.258
C35 2.499 -2.689 3.308  -0.390
C36 1.132 -2.478 3.328  -0.832
C37 0.654 -1.194 3.128  0.312
N2 1.453 -0.150 2.919  -0.316
C38 2.768 -0.346 2.905  -0.476
H25 2.912 -3.679 3.439  0.444
H26 0.442 -3.299 3.465  0.375
H27 -0.411 -0.992 3.112  0.251
H28 3.391 0.521 2.716  0.451

Values from the calculation:
Orbital gap   7.931 eV
LUMO level   -0.015 Eh
ΔE to the lowest compared entry with this formula, charge and spin   0.00 kJ/mol
Maximum force   0.42 eV/A
HOMO energy   -8.329 eV
DFT total energy   -5093.796933 a.u.



Entry 4:
Density functional theory data (ωB97M-V/def2-TZVPD) for 5 unconnected molecules or ions with the total composition C2H13O4S in a non-equilibrium geometry.

Last column: Mulliken charge in e.
Cartesian coordinates (Å):
C1 -0.125 0.027 -2.679  -1.072
C2 0.635 0.570 -1.473  -0.270
S1 -0.142 2.075 -0.656  -0.710
H1 -0.379 0.785 -3.411  0.298
H2 -1.050 -0.610 -2.369  0.205
H3 0.523 -0.651 -3.095  0.393
H4 1.739 0.758 -1.703  0.322
H5 0.554 -0.249 -0.795  0.119
H6 -1.743 0.836 0.342  0.241
H7 -3.366 0.486 0.316  0.264
O1 -2.523 0.436 0.812  -0.688
H8 0.184 -2.537 1.239  0.327
H9 1.347 -3.177 0.469  0.298
O2 0.373 -3.127 0.490  -0.666
H10 2.840 2.055 1.833  0.266
H11 1.546 1.809 1.078  0.260
O3 1.906 1.792 2.049  -0.631
H12 -0.463 0.070 3.063  0.299
H13 -1.277 -0.541 1.912  0.401
O4 -0.578 -0.809 2.577  -0.656

Values from the calculation:
Orbital gap   6.990 eV
Charge   -1
LUMO level   0.134 Eh
ΔE to the lowest compared entry with this formula, charge and spin   105.86 kJ/mol
Maximum force   2.93 eV/A
HOMO energy   -3.335 eV
DFT total energy   -783.181441 a.u.



Entry 5:
Density functional theory data (ωB97M-V/def2-TZVPD) for CH2ClO2P in the gas phase in a non-equilibrium geometry.

Last column: Mulliken charge in e.
Cartesian coordinates (Å):
C1 -1.160 -2.128 0.700  -0.029
O1 -0.248 -1.671 -0.122  0.004
O2 0.949 -0.405 -1.805  -0.528
P1 0.475 -0.345 -0.429  0.458
Cl1 -1.303 -3.831 0.607  -0.037
H1 1.504 -0.146 0.434  0.067
H2 -0.351 0.566 -0.047  0.064

Values from the calculation:
Orbital gap   9.295 eV
LUMO level   -0.022 Eh
ΔE to the lowest compared entry with this formula, charge and spin   252.57 kJ/mol
Maximum force   4.38 eV/A
HOMO energy   -9.905 eV
DFT total energy   -991.244258 a.u.



Entry 6:
Density functional theory data (ωB97M-V/def2-TZVPD) for 2 unconnected molecules or ions with the total composition C4H6I2 in a non-equilibrium geometry.

Last column: Löwdin spin population.
Cartesian coordinates (Å):
C1 -1.145 0.952 -1.604  0.353
C2 -0.430 0.038 -0.903  0.051
C3 1.256 -0.598 0.897  0.091
C4 0.164 0.274 0.336  0.513
I1 -0.443 -2.003 -1.571  0.014
I2 -0.114 2.215 1.285  0.082
H1 -1.574 0.601 -2.514  0.024
H2 -1.161 1.888 -1.244  0.028
H3 1.299 -1.603 0.651  0.004
H4 2.236 -0.438 0.574  0.022
H5 1.319 -0.592 2.085  0.018
H6 -1.407 -0.736 2.008  0.800

Values from the calculation:
Orbital gap (spin up / spin down)   7.703 / 7.932 eV
Multiplicity   3
Expectation value of S²   2.033
LUMO level (spin up / spin down)   -0.011 / -0.049 Eh
ΔE to the lowest compared entry with this formula, charge and spin   214.89 kJ/mol
Maximum force   4.34 eV/A
HOMO energy (spin up / spin down)   -7.995 / -9.273 eV
DFT total energy   -751.192699 a.u.